Here is 2 unconnected molecules or ions with the total composition C4H11NO3 at a distorted geometry from OMol25. Energies are from ωB97M-V/def2-TZVPD.

The HOMO energy comes out at -0.3393 Ha. The SMILES is C[C@@H](C=O)NCO.O. The LUMO energy comes out at 0.71 eV.

Structure (XYZ):
```
19
Properties=species:S:1:pos:R:3:forces:R:3:lowdin_charge:R:1
C -0.99294 0.47526 1.64553 -0.29 0.73 -0.30 -0.05
C 0.25504 -0.35995 1.33130 -0.74 -0.44 -0.41 -0.36
C -0.12006 -1.78940 1.69010 0.16 0.14 0.31 -0.23
O 0.01992 -2.26438 2.78303 0.02 -0.07 -0.02 0.07
N 0.62965 -0.37595 -0.06952 0.35 -0.31 -0.02 -0.03
C 1.06342 0.87653 -0.62453 0.39 -0.72 -0.18 -0.29
O 1.37965 0.69242 -1.98792 -0.13 0.55 -0.49 -0.06
H -1.34916 0.27559 2.65322 0.02 0.13 0.11 0.08
H -0.80653 1.54946 1.52165 0.18 -0.16 0.31 0.08
H -1.82153 0.29888 0.94496 0.24 -0.44 0.09 0.09
H 1.09494 -0.03715 1.94441 0.06 -0.06 0.06 0.15
H -0.61370 -2.36621 0.87924 0.08 0.03 -0.05 0.13
H -0.09232 -0.79576 -0.64880 -0.09 0.24 0.00 0.11
H 0.29751 1.64089 -0.63070 -0.22 0.39 0.03 0.12
H 1.93374 1.20482 -0.05486 0.00 0.24 0.08 0.13
H 2.19799 0.21663 -2.15290 0.00 -0.17 0.46 0.11
O -1.09002 -0.04890 -2.92110 -0.04 -0.82 0.62 -0.06
H -1.73774 0.38461 -3.46912 0.21 0.50 -0.22 0.03
H -0.24787 0.42262 -2.83399 -0.20 0.22 -0.40 0.00
```
Forces are in eV/Å.



Here is a molecular structure, C4H7Cl2NO at a distorted geometry from OMol25. Energies are from ωB97M-V/def2-TZVPD.

The HOMO energy comes out at -0.3253 Ha. The LUMO energy comes out at -0.24 eV.

Structure (XYZ):
```
15
Properties=species:S:1:pos:R:3:forces:R:3:lowdin_charge:R:1
C 1.42816 -0.29927 -0.15762 -1.81 2.98 -2.73 -0.10
C -1.13250 0.64249 -0.07314 1.51 -2.04 2.62 -0.09
C -0.42709 -1.65528 0.56343 0.32 -2.53 0.06 -0.65
C -0.05468 -0.52140 -0.34849 -2.48 1.49 2.32 -0.94
N 0.94698 -2.89591 0.16753 -1.93 0.14 2.19 0.02
O 1.24221 -3.46021 1.15055 -0.03 0.40 -1.16 -0.02
Cl -0.35324 -1.34096 2.31908 0.18 -0.20 -0.95 0.63
Cl -0.45777 -1.07619 -1.95106 0.38 -0.56 -1.43 0.73
H 1.74393 0.09238 0.72837 0.16 0.83 2.96 0.06
H 1.81062 -1.22777 -0.27924 2.05 -2.26 -0.85 0.01
H 1.78522 0.45552 -0.86886 0.10 -0.57 -0.34 0.10
H -1.93573 0.59426 -0.71220 -2.09 -1.05 -1.28 0.02
H -1.49576 0.69995 0.99299 0.63 -0.15 -1.14 0.08
H -0.76682 1.54381 -0.36055 1.74 2.94 -0.42 0.04
H -1.41109 -2.16771 0.34538 1.25 0.60 0.14 0.10
```
Forces are in eV/Å.



Here is 4 unconnected molecules or ions with the total composition C6H18ClO7S3 at a distorted geometry from OMol25. Energies are from ωB97M-V/def2-TZVPD.

The HOMO energy comes out at -0.2075 Ha. As for the charge: -1. The LUMO energy comes out at 2.03 eV.

Structure (XYZ):
```
35
Properties=species:S:1:pos:R:3:forces:R:3:lowdin_charge:R:1
Cl -1.08358 -0.89961 -5.15203 -3.33 -1.00 -0.61 0.60
O -1.89837 -0.61702 -6.33826 0.48 -1.16 0.21 -0.41
O -1.89413 -1.69336 -4.18707 1.29 0.56 -1.23 -0.42
O 0.14445 -1.53481 -5.47569 0.71 -1.34 -0.44 -0.38
O -0.79076 0.34975 -4.61149 0.85 2.98 2.12 -0.39
C -4.35107 2.51695 0.27076 -0.59 0.28 0.14 -0.25
S -5.86524 3.55571 -0.07403 1.06 0.00 -0.50 0.81
O -5.73481 4.81649 0.71552 -0.03 -0.36 -0.06 -0.59
C -5.30600 4.04079 -1.78857 0.42 0.11 0.71 -0.25
H -4.30953 2.04163 1.25080 -0.72 0.31 0.21 0.04
H -3.50306 3.20156 0.25372 0.07 -0.18 -0.57 0.05
H -4.36097 1.68440 -0.43270 0.38 0.33 -0.38 0.05
H -5.87884 4.90959 -2.11280 -0.41 -0.33 0.11 0.04
H -5.29895 3.23405 -2.52153 -0.28 -0.06 0.19 0.05
H -4.28767 4.41287 -1.67596 0.11 -0.13 0.12 0.04
C -0.12069 -3.90719 3.12749 1.26 -0.05 -0.09 -0.25
S 0.39175 -5.34789 4.20658 -1.07 0.21 -1.44 0.82
O -0.65332 -6.39991 3.93965 1.12 0.37 0.26 -0.59
C 1.96833 -5.79911 3.28558 -1.54 0.42 -0.50 -0.25
H 0.63909 -3.15164 3.32741 -0.20 0.36 0.28 0.04
H -1.12982 -3.52551 3.28265 0.16 -0.34 0.63 0.05
H -0.02203 -4.07370 2.05481 -0.02 -0.72 0.03 0.05
H 2.67836 -4.97230 3.26725 0.18 -0.22 0.75 0.05
H 1.69843 -5.90906 2.23525 -0.24 -0.37 0.01 0.04
H 2.26815 -6.76097 3.70156 0.35 0.35 0.05 0.04
C 5.18485 1.25936 -1.15169 0.04 -0.50 1.00 -0.26
S 4.19367 1.11843 0.40426 2.43 0.67 1.89 0.86
O 5.18764 0.74339 1.55102 -1.76 0.35 -2.26 -0.61
C 4.01700 2.93703 0.65755 -0.27 0.17 -0.08 -0.28
H 6.11758 1.74451 -0.86404 -0.26 0.60 -0.16 0.05
H 4.55723 1.74499 -1.89893 0.33 0.07 -0.03 0.05
H 5.51801 0.26965 -1.46404 -0.57 -0.15 -0.04 0.05
H 3.63703 3.12339 1.66205 -0.15 -0.45 -0.01 0.04
H 3.33031 3.40107 -0.05042 -0.12 -0.27 -0.14 0.05
H 4.95694 3.48647 0.60533 0.30 -0.51 -0.19 0.05
```
Forces are in eV/Å.



Here is BH5O3P2 in the gas phase from OMol25. Energies are from ωB97M-V/def2-TZVPD.

The HOMO energy comes out at -0.3659 Ha. The SMILES is BPP(=O)(O)O. The LUMO energy comes out at -0.48 eV.

Structure (XYZ):
```
11
Properties=species:S:1:pos:R:3:forces:R:3:lowdin_charge:R:1
B -1.75621 -1.06341 0.36940 -0.08 0.15 -0.04 -0.27
P -0.41501 -0.33683 1.48867 0.28 -0.19 -0.05 0.77
P 1.00365 0.51780 0.10607 -0.01 0.19 0.06 0.19
O 1.94558 1.46578 0.70812 0.04 -0.01 -0.09 -0.33
O 1.64270 -0.83497 -0.48164 -0.11 0.03 0.01 -0.19
O 0.17561 1.13312 -1.13294 0.06 -0.22 -0.14 -0.19
H -1.60537 -1.12608 -0.80482 0.13 -0.22 0.03 -0.02
H -2.70979 -1.55754 0.87504 -0.09 0.21 0.04 -0.03
H -0.94676 0.87614 1.96051 -0.20 -0.08 0.04 -0.08
H 1.93902 -0.77148 -1.39657 0.03 -0.03 0.00 0.08
H 0.72657 1.69746 -1.69183 -0.04 0.17 0.14 0.08
```
Forces are in eV/Å.



Here is a molecular structure, C16H42F3O22P4SZn at a distorted geometry from OMol25. Energies are from ωB97M-V/def2-TZVPD.

The HOMO energy comes out at -0.4366 Ha. As for the charge: +1. The LUMO energy comes out at -1.64 eV.

Structure (XYZ):
```
89
Properties=species:S:1:pos:R:3:forces:R:3:lowdin_charge:R:1
Zn 19.48396 8.78975 7.64128 -0.52 0.19 -0.18 0.52
C 22.21678 12.03753 9.31211 -1.22 0.56 -1.24 -0.66
F 21.95130 11.57920 10.52999 0.26 -0.37 0.15 0.14
F 22.43821 13.34482 9.39618 -0.05 0.10 0.10 0.15
F 23.31428 11.48147 8.80366 0.12 -0.46 0.35 0.13
S 20.75479 11.73717 8.12463 -0.27 0.21 0.01 0.56
O 21.26307 12.19297 6.84854 -0.10 -0.27 0.48 -0.29
O 20.57548 10.26800 8.21048 1.30 1.49 0.55 -0.36
O 19.62073 12.47300 8.65708 0.76 -0.41 0.04 -0.30
C 20.23879 9.48654 12.32968 0.48 0.09 0.76 -0.07
O 19.13987 8.61022 12.04990 -1.14 0.14 -0.74 -0.19
P 18.11610 8.98119 10.88941 -0.44 -0.32 0.84 0.43
O 18.67374 8.91451 9.53133 -0.59 -0.28 0.64 -0.20
O 17.51119 10.36142 11.35476 0.47 -0.37 0.30 -0.19
C 16.39426 11.00040 10.73954 -0.08 0.50 -0.59 -0.06
O 16.88934 7.98145 11.05375 0.80 -0.33 -0.89 -0.22
C 16.14058 7.71865 12.22793 0.15 0.79 1.17 -0.07
H 20.04771 10.50519 11.99787 0.13 -0.11 -0.28 0.09
H 21.15664 9.05259 11.93503 -0.13 0.22 -0.37 0.09
H 20.36269 9.51713 13.41336 -0.20 -0.05 -0.04 0.10
H 16.79659 11.87773 10.23376 -0.22 0.04 -0.01 0.09
H 15.66960 11.29890 11.49442 0.24 -0.01 0.21 0.10
H 15.86422 10.38216 10.01246 0.27 -0.23 0.00 0.09
H 16.68717 7.07012 12.91283 -0.05 -0.31 -0.30 0.10
H 15.16615 7.32058 11.96292 0.16 -0.18 -0.20 0.09
H 15.98447 8.64088 12.79754 -0.10 0.07 -0.19 0.09
C 19.22749 11.91457 4.19985 -0.31 0.43 -0.71 -0.05
O 19.50805 10.61251 3.65658 0.45 -1.41 0.70 -0.21
P 20.52271 9.59920 4.36991 0.01 1.67 -0.51 0.44
O 20.18809 9.13730 5.73365 0.26 -0.41 -1.61 -0.20
O 21.86142 10.44537 4.30625 -0.20 -0.11 -0.17 -0.19
C 23.12327 9.81816 4.42762 1.17 -0.54 0.34 -0.09
O 20.71072 8.47296 3.27475 -0.76 -0.31 0.71 -0.23
C 21.13178 8.78815 1.92950 0.87 0.54 0.62 -0.04
H 19.55501 12.62117 3.43471 0.45 0.11 0.39 0.10
H 19.69679 12.06314 5.17034 0.00 0.15 -0.07 0.07
H 18.14605 12.05405 4.21998 0.03 -0.34 0.38 0.08
H 23.76180 10.01759 3.56561 -0.35 0.24 -0.17 0.09
H 23.07539 8.72970 4.52350 -0.35 0.02 -0.01 0.09
H 23.67633 10.17442 5.29709 -0.37 0.24 0.12 0.10
H 20.93614 9.83732 1.71335 -0.42 -0.16 -0.25 0.09
H 20.66594 8.08545 1.24937 -0.09 0.11 -0.01 0.10
H 22.21931 8.69441 1.93053 -0.06 -0.29 -0.29 0.09
C 23.56006 8.27210 9.15650 0.48 1.00 0.23 -0.07
O 23.10422 6.92782 9.32705 -1.13 -0.86 -0.84 -0.19
P 21.80882 6.38102 8.56473 0.63 0.48 -0.47 0.45
O 20.87779 7.44574 8.09972 0.97 -1.40 0.58 -0.21
O 22.38136 5.48609 7.36762 0.10 0.05 0.89 -0.21
C 21.45427 4.88015 6.40335 0.87 2.50 -0.24 -0.02
O 21.13342 5.37798 9.56839 -0.55 0.00 0.15 -0.19
C 21.90950 4.34888 10.20459 1.70 0.19 -0.21 -0.06
H 23.03583 8.82582 8.37974 -0.21 -0.23 0.00 0.07
H 24.62810 8.29821 8.94360 -0.05 -0.45 -0.16 0.10
H 23.44523 8.80370 10.10119 -0.26 -0.09 -0.01 0.09
H 21.84265 5.24666 5.44991 0.08 -0.56 -0.13 0.10
H 20.56194 5.49998 6.51866 -0.67 -1.16 0.00 0.06
H 21.47381 3.79938 6.44693 -0.47 0.04 0.36 0.10
H 21.37075 3.73975 10.92044 -0.61 0.36 -0.18 0.10
H 22.74798 4.84098 10.70250 -0.17 -0.09 0.31 0.09
H 22.38958 3.71105 9.45944 -0.38 -0.11 -0.13 0.09
C 16.84119 12.97030 7.04390 0.12 -1.02 1.57 -0.04
O 16.51157 11.89957 6.14585 -0.44 -1.32 -0.63 -0.22
P 16.61637 10.34251 6.38964 0.43 -0.28 -0.86 0.43
O 17.83746 9.88179 7.06350 -0.49 0.45 0.01 -0.21
O 15.29436 9.92583 7.14810 -0.70 1.04 -0.02 -0.20
C 14.72115 8.61808 7.10181 0.61 -0.48 -0.62 -0.05
O 16.53385 9.64738 4.93506 -0.08 1.11 1.08 -0.22
C 15.56472 10.11811 3.97931 -0.83 -0.53 0.21 -0.07
H 15.91690 13.31607 7.50673 -0.01 0.57 -0.61 0.10
H 17.46674 13.68597 6.52441 -0.32 0.19 -0.05 0.10
H 17.39799 12.55459 7.88910 0.40 0.14 -0.30 0.05
H 14.39305 8.36652 6.09019 0.36 0.05 -0.09 0.09
H 13.81275 8.52994 7.69152 0.34 0.45 0.52 0.10
H 15.52535 7.95424 7.42358 -0.47 -0.46 0.08 0.08
H 14.72299 9.41924 3.95956 0.25 -0.24 -0.17 0.09
H 16.04880 10.13435 3.00846 -0.04 0.28 0.01 0.10
H 15.09061 11.05404 4.27425 0.56 0.30 -0.19 0.09
C 17.19303 5.74497 8.72657 -0.94 1.45 0.69 -0.03
O 17.39863 5.28708 7.39965 -0.25 -0.51 -0.03 0.05
C 17.95868 6.12409 6.55036 0.52 -0.10 0.92 -0.60
O 18.42336 7.19955 6.85846 -0.41 -0.03 -0.48 0.07
O 18.00762 5.57638 5.37485 -0.71 -1.04 -0.90 0.05
C 18.46432 6.37090 4.29195 0.67 1.69 0.18 -0.01
H 16.18931 5.47162 9.05236 0.19 -0.75 -0.13 0.11
H 17.11896 6.83572 8.75951 0.52 -0.08 -0.16 0.06
H 17.94848 5.44035 9.44519 0.17 -0.31 -0.30 0.11
H 18.43189 5.87319 3.33015 -0.17 -0.62 0.36 0.11
H 19.47269 6.70159 4.52677 0.19 -0.12 -0.25 0.07
H 17.88242 7.29467 4.22867 -0.16 -0.13 0.02 0.10
```
Forces are in eV/Å.



Here is a molecular structure, C26H22ClF6N5O6S2Sn from OMol25. Energies are from ωB97M-V/def2-TZVPD.

The HOMO energy comes out at -0.5089 Ha. As for the charge: +2. The LUMO energy comes out at -8.95 eV.

Structure (XYZ):
```
69
Properties=species:S:1:pos:R:3:forces:R:3:lowdin_charge:R:1
Sn -0.66550 -0.66978 -0.36950 0.13 -0.45 -0.28 1.53
F 2.32642 -3.93491 -3.83204 0.11 0.03 -0.05 0.20
C 1.88951 -3.47061 -2.68641 -0.25 0.05 -0.06 -0.68
F 2.16163 -4.31803 -1.70699 0.13 -0.02 0.12 0.17
F 2.44773 -2.28498 -2.42194 0.09 -0.13 0.01 0.14
S 0.05827 -3.25136 -2.76308 -0.25 0.24 -0.07 0.68
O -0.27973 -2.71600 -1.41770 0.11 -0.01 0.09 -0.48
O -0.51821 -4.48868 -3.12482 0.10 0.06 0.03 -0.18
N -0.09792 -2.11566 -3.86267 0.02 -0.03 0.14 -0.26
S -0.57316 -0.71980 -3.37694 -0.70 -0.07 0.02 0.59
O -1.90816 -0.68241 -2.79694 0.32 0.03 -0.11 -0.37
O 0.39029 -0.02500 -2.49509 -0.02 0.07 0.39 -0.42
C -0.68624 0.26823 -4.92780 0.19 -0.17 0.12 -0.70
F 0.50425 0.40393 -5.46931 0.05 0.05 -0.10 0.19
F -1.15581 1.45168 -4.54321 -0.02 0.12 -0.12 0.15
F -1.52168 -0.31857 -5.75004 -0.02 0.07 -0.07 0.20
C -2.31790 4.06283 0.93102 -0.10 0.13 -0.01 0.12
C -2.59870 3.96417 2.28214 -0.04 0.14 0.04 0.04
C -2.09464 2.87715 2.94925 0.05 -0.12 0.04 0.13
C -1.28484 1.88392 2.27352 -0.05 -0.23 0.30 -0.18
N -1.01034 1.98797 1.02106 0.19 -0.09 -0.34 0.13
C -1.53174 3.06273 0.26868 0.06 -0.08 -0.05 -0.28
C -0.77487 0.70280 3.04279 0.02 -0.07 0.02 -0.23
C -0.30982 0.87071 4.33579 0.00 0.16 0.07 0.00
C 0.14927 -0.23726 5.03581 0.03 -0.02 0.05 -0.01
C 0.09595 -1.47615 4.42712 -0.01 -0.03 0.07 -0.01
C -0.37325 -1.55119 3.12378 -0.17 0.07 -0.19 -0.11
N -0.78636 -0.49042 2.42665 0.16 0.22 0.17 0.02
H -2.70974 4.87834 0.32792 0.02 -0.07 0.05 0.16
H -3.20355 4.70229 2.79259 0.01 -0.02 -0.03 0.14
H -2.32326 2.74430 4.00096 0.04 -0.06 -0.02 0.14
H -0.68829 3.55616 -0.24567 -0.09 0.05 -0.07 0.20
H -0.27065 1.85556 4.79001 -0.05 -0.09 -0.01 0.13
H 0.53566 -0.12920 6.04112 -0.03 0.00 -0.02 0.13
H 0.40475 -2.37367 4.94717 0.01 0.04 -0.05 0.13
H -0.43848 -2.51011 2.61968 0.05 0.01 0.02 0.12
O 4.09723 -5.87663 3.90880 0.12 0.05 -0.10 -0.01
C 4.61952 -5.77732 2.61335 -0.11 0.08 0.14 -0.22
N 4.45830 -4.43935 2.04986 -0.07 0.01 -0.08 0.11
C 3.24687 -4.03450 1.63015 -0.04 -0.07 0.11 -0.43
O 2.25755 -4.75025 1.64682 0.12 0.10 0.02 0.08
C 3.10559 -2.61434 1.12299 0.11 -0.08 0.02 -0.07
C 4.09478 -1.64518 1.05469 0.07 -0.01 0.05 0.04
C 3.78476 -0.38168 0.56722 0.12 0.04 -0.01 0.00
C 2.49395 -0.11937 0.16929 -0.14 -0.15 -0.04 -0.10
N 1.53374 -1.05757 0.23461 -0.02 0.16 -0.09 -0.08
C 1.84017 -2.27622 0.68474 -0.06 0.24 -0.04 -0.10
H 3.16436 -6.10325 3.85059 -0.07 -0.02 -0.04 0.09
H 4.14636 -6.47634 1.93035 -0.03 -0.09 -0.05 0.14
H 5.68380 -5.97517 2.66487 0.09 -0.04 0.03 0.13
H 5.21538 -3.78743 2.15021 0.01 0.03 -0.01 0.13
H 5.11101 -1.84656 1.37027 -0.02 -0.01 -0.02 0.13
H 4.54295 0.38663 0.48782 -0.06 -0.04 0.01 0.13
H 2.21244 0.84282 -0.23654 -0.03 0.05 0.00 0.12
H 1.07156 -3.03306 0.68287 -0.12 -0.11 0.04 0.11
Cl -4.88900 6.64597 -4.43909 -0.03 0.04 -0.06 0.75
C -4.15596 5.43841 -3.46566 -0.01 -0.04 0.01 -0.66
C -4.94599 4.50502 -2.81280 -0.16 -0.06 0.05 -0.07
C -4.35085 3.55025 -2.00346 -0.15 -0.04 0.06 -0.02
C -2.96941 3.50402 -1.86125 0.09 -0.03 -0.04 -0.27
C -2.33495 2.44992 -1.01268 0.01 0.25 -0.08 -0.05
C -2.18928 4.43738 -2.54078 0.16 -0.04 -0.03 -0.04
C -2.77444 5.40282 -3.33989 0.19 0.07 -0.01 -0.08
H -6.02037 4.52568 -2.94617 0.06 0.01 0.04 0.12
H -4.97484 2.82177 -1.49409 0.03 0.05 -0.05 0.13
H -1.57924 1.89303 -1.56181 0.10 -0.05 -0.01 0.08
H -3.06435 1.75394 -0.61295 -0.14 -0.08 0.05 0.13
H -1.10379 4.40414 -2.46540 -0.09 0.02 -0.03 0.13
H -2.16875 6.12344 -3.87387 -0.02 -0.02 0.03 0.12
```
Forces are in eV/Å.